one | ORCA calculation (ωB97M-V/def2-TZVPD) on a structure of composition C6H15NO2.

## Properties
charge	0
frontier orbital gap	8.8	eV
E_LUMO	0.79	eV

Element x y z (Å)
C 0.073 0.638 0.080
C -0.165 -0.788 0.027
C 0.192 0.479 1.942
C -1.078 1.555 -0.266
C 1.388 1.079 -0.500
C -1.435 -1.477 0.460
N 0.668 -1.680 -2.366
O -0.334 -0.897 -1.745
O 1.300 1.144 2.461
H 2.074 0.578 2.367
H 0.734 -1.374 0.225
H 0.261 -2.560 -2.684
H 0.936 -1.232 -3.243
H 0.079 -0.478 2.463
H -0.669 1.080 2.227
H -2.022 1.214 0.153
H -0.867 2.558 0.105
H -1.194 1.572 -1.348
H 1.276 1.786 -1.320
H 1.976 0.257 -0.926
H 2.052 1.558 0.217
H -1.277 -2.020 1.390
H -2.273 -0.798 0.600
H -1.695 -2.195 -0.317

These are the Löwdin partial charges, in e, on atoms 1 to 4: -0.43, -0.23, -0.14, -0.04

***

two | ORCA calculation (ωB97M-V/def2-TZVPD) on a cluster of 2 separate species, C6H15NO2 in total.

## Properties
charge	0
frontier orbital gap	10.1	eV
SMILES	C1COCOC1.CCN
E_LUMO	0.84	eV

Element x y z (Å)
O -0.860 1.306 2.260
O -1.466 2.632 0.425
C -0.944 2.601 1.727
C -2.166 0.737 2.362
C -2.805 2.135 0.426
C -2.842 0.726 0.999
H -1.551 3.245 2.393
H 0.079 3.022 1.693
H -2.034 -0.281 2.777
H -2.765 1.321 3.086
H -3.447 2.811 1.023
H -3.157 2.176 -0.622
H -2.303 0.036 0.322
H -3.886 0.368 1.084
N 1.866 -2.045 -2.898
C 3.938 -2.169 -1.452
C 2.638 -2.820 -1.926
H 2.440 -1.856 -3.727
H 1.628 -1.129 -2.502
H 4.610 -1.994 -2.309
H 4.456 -2.816 -0.724
H 3.723 -1.200 -0.970
H 2.867 -3.799 -2.391
H 1.981 -3.006 -1.055

These are the Löwdin partial charges, in e, on atoms 1 to 4: -0.10, -0.10, -0.26, -0.21

***

three | ORCA calculation (ωB97M-V/def2-TZVPD) on a cluster of 3 separate species, C6H15NO2 in total.

## Properties
charge	0
frontier orbital gap	8.0	eV
E_LUMO	-0.35	eV

Element x y z (Å)
C 1.252 0.641 1.330
C 1.408 -0.698 0.838
C -1.029 1.129 1.413
C 1.901 1.797 0.650
H 1.119 0.760 2.398
H 1.433 2.743 0.924
H 1.541 -1.437 1.626
H 0.405 -1.054 0.137
H 2.199 -0.788 0.097
H -0.869 2.064 1.941
H -1.121 0.287 2.091
H -1.966 1.171 0.850
H 2.945 1.828 0.989
H 1.865 1.687 -0.431
C -1.493 -2.448 -1.240
C -0.805 -0.188 -1.601
O -0.282 0.917 -1.280
O -1.191 -0.355 -2.909
N -0.844 -1.225 -0.808
H -0.433 1.033 0.387
H -1.018 0.487 -3.351
H -1.760 -3.044 -0.366
H -2.417 -2.271 -1.796
H -0.838 -3.037 -1.889

These are the Löwdin partial charges, in e, on atoms 1 to 4: -0.18, -0.10, -0.05, -0.07

***

Which is most stable, and by how much? two, by 238.7 kJ/mol.

***

one | ORCA calculation (ωB97M-V/def2-TZVPD) on a structure of composition C6H15NO2.

## Properties
charge	0
frontier orbital gap	7.8	eV
E_LUMO	0.62	eV

Element x y z (Å)
C 0.911 0.523 0.626
C -0.919 -0.199 -0.923
C 0.478 -0.486 -1.012
C 2.147 -0.215 1.106
C -0.072 0.763 1.750
C -1.848 -1.097 -0.162
N -1.387 1.020 -1.259
O 1.283 1.765 0.033
O -0.511 -1.160 -2.708
H 1.378 2.438 0.723
H -0.389 -2.118 -2.649
H -0.783 1.619 -1.803
H -2.382 1.178 -1.269
H 0.806 -1.475 -0.727
H 1.101 0.113 -1.660
H 2.644 0.340 1.915
H 2.877 -0.325 0.301
H 1.892 -1.207 1.487
H 0.394 1.360 2.551
H -0.936 1.348 1.426
H -0.398 -0.167 2.218
H -1.305 -1.877 0.371
H -2.476 -0.554 0.547
H -2.504 -1.590 -0.883

These are the Löwdin partial charges, in e, on atoms 1 to 4: -0.50, -0.42, -0.05, -0.07

***

two | ORCA calculation (ωB97M-V/def2-TZVPD) on a cluster of 3 separate species, C6H15NO2 in total.

## Properties
charge	0
frontier orbital gap (alpha / beta)	7.1 / 6.6	eV
E_LUMO (alpha / beta)	0.61 / 0.59	eV

Element x y z (Å)
C -0.365 0.142 -0.443
C -0.381 0.332 2.007
C 0.976 0.122 -0.125
C -1.206 -1.099 -0.515
C -1.049 1.449 -0.725
C 0.728 -0.063 -2.521
N 1.691 -0.948 0.280
O -0.246 -1.023 2.395
O 0.457 1.172 2.769
H -0.351 -1.103 3.359
H 1.369 0.920 2.584
H -1.400 0.702 2.158
H 1.515 1.059 -0.177
H 2.646 -0.803 0.557
H 1.200 -1.674 0.782
H -1.847 -1.183 0.363
H -0.602 -2.004 -0.581
H -1.840 -1.055 -1.403
H -0.359 2.291 -0.665
H -1.846 1.616 0.002
H -1.498 1.440 -1.719
H -0.204 -0.072 -3.078
H 1.256 -1.011 -2.542
H 1.354 0.792 -2.764

These are the Löwdin partial charges, in e, on atoms 1 to 4: -0.43, -0.32, -0.25, -0.05

***

Which is most stable, and by how much? one, by 191.5 kJ/mol.

***

one | ORCA calculation (ωB97M-V/def2-TZVPD) on an isolated molecule of C7H13NOS.

## Properties
charge	0
frontier orbital gap	9.4	eV
SMILES	CC1=NO[C@](S)(C(C)C)C1
E_LUMO	0.59	eV

Element x y z (Å)
C -0.322 -2.030 0.681
C -0.475 -1.105 -0.587
C 0.558 -0.025 -0.296
C -1.364 -3.074 0.970
C 1.371 2.199 0.651
C -0.581 2.258 -1.069
C 0.090 1.434 0.101
N 0.551 -1.674 1.500
O 1.221 -0.621 1.163
S 1.892 -0.063 -1.474
H -0.246 -1.839 -1.384
H -1.523 -0.610 -0.759
H -1.822 -3.368 0.035
H -2.199 -2.483 1.580
H -0.952 -3.875 1.552
H 2.080 2.394 -0.201
H 1.843 1.586 1.365
H 0.989 3.169 1.013
H 0.005 3.071 -1.451
H -1.352 2.955 -0.601
H -0.958 1.755 -1.953
H -0.727 1.415 0.865
H 1.920 -1.467 -1.700

These are the Löwdin partial charges, in e, on atoms 1 to 4: -0.36, -0.13, -0.65, -0.04

***

two | ORCA calculation (ωB97M-V/def2-TZVPD) on an isolated molecule of C7H13NOS.

## Properties
charge	0
frontier orbital gap	9.3	eV
SMILES	CC(C)(C)[C@@H]1SCNC1=O
E_LUMO	0.63	eV

Element x y z (Å)
C -1.754 -1.245 -0.239
C -3.147 0.734 -0.345
C -0.664 0.101 -0.435
C 1.525 1.333 -0.256
C 1.534 -1.150 -0.569
C 0.774 -0.314 1.567
C 0.781 0.024 0.092
N -2.930 -0.656 -0.111
O -1.427 -2.380 -0.143
S -1.587 1.529 0.069
H -3.388 1.027 -1.321
H -3.968 1.079 0.438
H -0.565 0.114 -1.576
H 2.548 1.011 -0.144
H 1.242 2.085 0.396
H 1.412 1.423 -1.333
H 2.111 -0.742 -1.489
H 2.181 -1.552 0.215
H 0.871 -1.885 -0.853
H 0.244 -1.180 1.977
H 0.382 0.467 2.159
H 1.790 -0.567 2.052
H -3.765 -1.202 -0.159

These are the Löwdin partial charges, in e, on atoms 1 to 4: -0.46, -0.46, -0.45, -0.05

***

Which is most stable, and by how much? two, by 207.9 kJ/mol.

***

one | ORCA calculation (ωB97M-V/def2-TZVPD) on the ion C7H15N with charge +1.

## Properties
charge	+1
frontier orbital gap (alpha / beta)	10.9 / 5.8	eV
2S+1	2
E_LUMO (alpha / beta)	-2.66 / -7.80	eV

Element x y z (Å)
C 0.050 -0.303 1.650
C -0.257 -1.761 1.334
C 0.355 -2.028 -0.048
C -0.448 -2.247 -1.077
C -0.971 0.717 1.031
N -0.300 1.808 0.387
C -0.209 1.699 -1.081
C 1.265 1.691 -1.548
H 1.066 -0.178 1.263
H 0.072 -0.012 2.699
H 0.161 -2.496 2.029
H -1.343 -1.898 1.240
H 1.420 -1.929 0.063
H -0.163 -2.628 -2.060
H -1.509 -2.454 -0.951
H -1.646 1.071 1.829
H -1.740 0.221 0.439
H 0.633 2.006 0.758
H -0.737 0.829 -1.475
H -0.688 2.560 -1.553
H 1.821 2.323 -0.829
H 1.798 0.740 -1.641
H 1.371 2.268 -2.458

These are the Löwdin partial charges, in e, on atoms 1 to 4: -0.15, -0.19, -0.17, 0.01

***

two | ORCA calculation (ωB97M-V/def2-TZVPD) on the ion C7H15N with charge +1.

## Properties
charge	+1
frontier orbital gap (alpha / beta)	12.6 / 7.9	eV
2S+1	2
E_LUMO (alpha / beta)	-2.63 / -7.40	eV

Element x y z (Å)
C 0.955 -1.758 -0.961
C 0.773 -1.309 -2.416
C 1.358 -0.591 -0.057
N 0.156 -0.078 0.601
C -0.835 0.556 -0.205
C -1.886 1.107 0.772
C -1.037 1.419 1.968
C 0.404 0.766 1.831
H 1.780 -2.591 -0.913
H 0.105 -2.343 -0.712
H -0.160 -0.777 -2.725
H 0.931 -2.045 -3.217
H 1.390 -0.434 -2.631
H 1.787 0.190 -0.733
H 1.963 -0.933 0.764
H -1.279 -0.193 -0.915
H -0.436 1.328 -0.909
H -2.710 0.414 0.937
H -2.498 1.926 0.323
H -1.526 1.066 2.855
H -0.830 2.490 2.011
H 1.093 1.564 1.583
H 0.500 0.228 2.747

These are the Löwdin partial charges, in e, on atoms 1 to 4: -0.22, -0.11, -0.12, 0.03

***

Which is most stable, and by how much? two, by 71.3 kJ/mol.